Record 1
Computed, not measured: the ion C5H9N2O with charge +1, with ωB97M-V with the def2-TZVPD basis set.

XYZ file:
```
17
Properties=species:S:1:pos:R:3:forces:R:3
C 1.9972 0.1793 0.7814 -1.31 -0.94 -0.60
C 1.4701 1.1218 0.0173 -0.66 -0.82 -0.34
C 1.1049 -0.9171 1.2544 0.45 2.25 -0.86
C 0.0363 1.0729 -0.3500 -2.06 2.43 1.65
C -0.5105 -0.3028 -0.3420 0.78 -0.16 2.10
N -0.1123 -1.0427 0.9420 -2.43 -0.04 -2.99
N -2.1787 -0.3144 -0.3239 1.34 2.02 -1.37
O -0.0663 -0.8932 -1.4538 -0.32 0.03 -1.04
H 3.0221 0.2155 0.9804 1.30 -0.24 0.69
H 2.0201 1.9345 -0.3579 0.74 0.94 -0.23
H 1.3961 -1.6062 1.9660 1.06 -1.09 1.72
H -0.4578 1.7642 0.4344 0.37 -1.23 -0.60
H -0.3076 1.5907 -1.2314 0.66 0.05 -0.81
H -2.2208 -0.9781 0.4039 -1.13 -1.19 1.32
H -2.6324 -0.6094 -1.2231 0.76 0.09 1.03
H -2.5644 0.6301 -0.0544 0.49 -1.39 -0.09
H 0.0038 -1.8451 -1.4434 -0.06 -0.70 0.43
```
Forces are in eV/Å.

Total charge: +1
Kohn-Sham gap, eV: 10.2
SMILES: [NH3+][C@@]1(O)CC=CC=N1
HOMO, eV: -13.88
Maximum force, eV/A: 3.85

Atom-resolved charges from Löwdin, all expressed in e: C -0.01; C -0.04; C -0.09; C -0.12; C -0.49; N 0.13; N 0.27; O 0.11; H 0.10; H 0.12; H 0.10; H 0.17; H 0.13; H 0.11; H 0.18; H 0.18; H 0.14

Record 2
Computed, not measured: a structure of composition C41H49BFeN8O3S3, with ωB97M-V with the def2-TZVPD basis set.

XYZ file:
```
106
Properties=species:S:1:pos:R:3:forces:R:3
Fe -0.3887 0.6221 -2.4193 0.07 -0.10 -0.12
C 2.4436 4.0267 -0.2911 -0.01 0.00 0.01
C 2.1640 2.6275 0.1488 -0.29 -0.02 0.00
C 3.1368 1.7599 0.4507 0.08 -0.19 0.05
C 2.8267 0.4066 0.8621 0.16 0.10 0.01
N 1.6490 -0.0876 0.7403 -0.16 0.19 -0.12
N 0.6005 0.7785 0.3780 0.07 0.10 -0.55
B -0.6004 0.0365 0.1849 -0.31 -0.04 0.79
N -1.9219 0.6689 0.5604 0.37 -0.12 0.08
N -1.9555 1.0505 1.8429 -0.10 0.01 -0.11
C -3.0442 1.6282 2.2677 -0.10 0.06 -0.02
C -4.1361 1.8521 1.3827 0.05 0.05 0.09
C -4.0919 1.4514 0.0824 0.06 -0.06 -0.10
C -5.1985 1.6777 -0.8946 0.02 0.00 0.01
C -2.8876 0.8180 -0.3403 -0.23 0.07 -0.10
S -2.6351 0.1878 -1.9104 -0.15 -0.01 -0.02
C -3.0377 2.0623 3.7288 -0.01 -0.01 -0.05
C -2.7678 0.8317 4.6022 0.03 0.00 0.00
C -1.9086 3.0837 3.9205 0.01 0.00 -0.01
C -4.3690 2.6933 4.1330 -0.01 0.00 0.03
N -0.5593 -1.4724 0.1599 -0.22 0.21 -0.21
N -0.6561 -1.8913 1.4474 -0.09 0.04 -0.18
C -0.6515 -3.1671 1.6701 0.00 -0.12 0.01
C -0.5777 -4.0966 0.5898 -0.03 -0.02 0.06
C -0.4983 -3.6807 -0.6948 0.04 0.05 -0.02
C -0.4440 -4.6235 -1.8526 0.02 0.01 0.03
C -0.4725 -2.2594 -0.9222 0.11 -0.11 -0.07
S -0.3326 -1.6802 -2.5146 0.03 -0.28 0.31
C -0.7282 -3.6550 3.1044 0.01 0.00 0.00
C 0.5529 -4.4425 3.4153 0.00 0.00 0.00
C -0.8611 -2.4856 4.0755 -0.02 0.03 -0.01
C -1.9488 -4.5754 3.2509 -0.01 0.00 0.02
C 0.7633 2.1991 0.3017 0.48 -0.30 0.06
S -0.4360 3.2857 0.3587 -0.26 0.08 -0.02
C 3.8772 -0.4518 1.5505 -0.04 0.04 -0.06
C 5.2502 -0.3493 0.8760 0.02 0.04 0.05
C 3.9839 0.1127 2.9793 -0.02 -0.03 0.02
C 3.4339 -1.9114 1.6116 -0.01 -0.04 -0.04
H 3.5168 4.1987 -0.3333 0.01 0.00 -0.02
H 1.9872 4.7467 0.3873 0.03 -0.01 0.01
H 2.0097 4.2032 -1.2773 -0.02 -0.01 0.01
H 4.1737 2.0569 0.3783 -0.01 0.01 0.03
H -5.0128 2.3706 1.7445 -0.01 -0.02 0.01
H -6.0191 2.2196 -0.4296 0.00 0.00 0.00
H -5.5752 0.7286 -1.2795 0.01 -0.01 0.01
H -4.8293 2.2428 -1.7529 0.00 0.01 0.00
H -1.8167 0.3720 4.3349 0.00 0.01 0.01
H -3.5575 0.0849 4.4928 -0.01 0.01 -0.01
H -2.7268 1.1306 5.6503 -0.01 0.00 0.00
H -0.9450 2.6530 3.6492 0.00 -0.01 0.01
H -1.8722 3.3927 4.9659 0.00 0.01 0.00
H -2.0683 3.9725 3.3067 -0.01 0.00 0.00
H -5.2065 2.0044 4.0039 0.00 -0.01 0.01
H -4.5776 3.6071 3.5731 0.01 0.00 0.00
H -4.3274 2.9616 5.1884 0.00 0.01 0.00
H -0.6075 -5.1567 0.8043 0.03 0.00 0.01
H -0.4857 -5.6538 -1.5065 -0.01 -0.01 0.00
H 0.4726 -4.4778 -2.4263 0.00 0.01 0.01
H -1.2767 -4.4396 -2.5331 0.00 0.00 0.00
H 1.4361 -3.8059 3.3397 -0.01 0.00 0.00
H 0.6849 -5.2904 2.7409 0.00 0.00 0.00
H 0.5005 -4.8345 4.4317 0.00 0.00 0.00
H -0.0531 -1.7634 3.9536 0.02 -0.03 0.00
H -0.8375 -2.8664 5.0969 -0.01 0.00 0.01
H -1.8032 -1.9567 3.9265 0.01 -0.01 -0.01
H -1.8583 -5.4846 2.6553 0.01 0.00 -0.02
H -2.8671 -4.0626 2.9588 0.00 0.01 0.00
H -2.0495 -4.8787 4.2934 0.01 0.00 0.00
H 5.6609 0.6601 0.9261 0.01 -0.01 0.03
H 5.2076 -0.6561 -0.1649 -0.01 -0.02 0.00
H 5.9453 -1.0015 1.4064 0.01 0.00 0.00
H 4.2941 1.1594 2.9796 0.00 0.00 -0.02
H 4.7289 -0.4576 3.5356 0.00 0.00 0.01
H 3.0288 0.0370 3.5030 0.00 -0.01 0.00
H 3.3359 -2.3298 0.6089 0.02 0.01 0.01
H 2.4720 -2.0095 2.1157 0.02 0.00 0.03
H 4.1790 -2.4884 2.1613 -0.01 -0.01 0.00
O 3.4589 -1.0114 -1.6063 -0.17 -0.03 -0.06
C 3.8106 -1.2144 -2.8974 0.03 -0.07 0.08
C 4.9721 -1.9462 -3.1318 0.02 0.02 -0.04
C 5.3699 -2.2139 -4.4255 0.00 -0.01 0.00
C 4.6122 -1.7674 -5.5065 -0.01 0.01 0.03
C 3.4592 -1.0507 -5.2711 0.06 0.09 -0.07
C 3.0442 -0.7505 -3.9689 -0.15 0.10 -0.06
C 1.7686 -0.0371 -3.7664 0.22 -0.01 0.02
O 1.4601 0.4300 -2.5545 0.52 0.08 -0.40
N 0.9511 0.0920 -4.7655 -0.23 0.05 0.28
N -0.1743 0.7472 -4.2859 -0.35 -0.44 -0.13
C -0.9231 1.3976 -5.1001 0.06 0.19 -0.05
C -1.8579 2.3892 -4.6398 -0.02 -0.14 -0.13
C -2.7645 2.9848 -5.5308 -0.01 0.02 0.04
C -3.5435 4.0448 -5.1334 0.01 -0.02 0.04
C -3.3952 4.5521 -3.8360 0.00 0.01 -0.01
C -2.4988 3.9981 -2.9482 -0.06 0.05 -0.08
C -1.7253 2.8945 -3.3307 0.17 -0.16 0.25
O -0.8881 2.3679 -2.4484 0.19 0.52 0.20
H 2.6126 -0.5249 -1.6104 0.04 0.07 0.06
H 5.5404 -2.2997 -2.2816 0.00 0.00 0.00
H 6.2749 -2.7822 -4.5975 0.00 0.00 0.00
H 4.9229 -1.9818 -6.5192 0.00 0.00 0.00
H 2.8549 -0.6958 -6.0942 -0.01 -0.01 0.00
H -0.7338 1.2691 -6.1632 0.05 0.06 0.02
H -2.8364 2.5990 -6.5405 0.00 0.00 0.00
H -4.2507 4.4922 -5.8168 0.01 0.01 0.00
H -3.9891 5.4025 -3.5255 -0.01 0.00 0.00
H -2.3665 4.3952 -1.9499 -0.01 -0.01 0.00
```
Forces are in eV/Å.

Total charge: +1
2S+1: 2
Kohn-Sham gap (spin up / spin down), eV: 6.1 / 6.5
HOMO (spin up / spin down), eV: -10.21 / -10.33
⟨S²⟩: 0.806
Maximum force, eV/A: 0.85

Results of the Löwdin charge analysis, in e, for atoms 1 through 99: Fe 0.30; C -0.06; C -0.26; C 0.07; C -0.22; N 0.19; N 0.09; B -0.51; N -0.01; N 0.18; C -0.19; C 0.10; C -0.21; C -0.03; C -0.53; S 0.89; C -0.54; C -0.04; C -0.04; C -0.06; N 0.04; N 0.21; C -0.19; C 0.08; C -0.23; C -0.05; C -0.52; S 0.91; C -0.55; C -0.03; C -0.05; C -0.03; C -0.61; S 0.91; C -0.53; C -0.03; C -0.03; C -0.05; H 0.09; H 0.07; H 0.09; H 0.13; H 0.12; H 0.09; H 0.09; H 0.08; H 0.07; H 0.09; H 0.09; H 0.08; H 0.09; H 0.09; H 0.09; H 0.09; H 0.09; H 0.13; H 0.09; H 0.09; H 0.09; H 0.08; H 0.08; H 0.10; H 0.08; H 0.09; H 0.07; H 0.08; H 0.09; H 0.09; H 0.08; H 0.07; H 0.09; H 0.09; H 0.09; H 0.09; H 0.08; H 0.06; H 0.09; O 0.04; C -0.25; C -0.01; C -0.06; C -0.08; C -0.02; C -0.08; C -0.42; O -0.18; N 0.12; N -0.08; C 0.00; C -0.15; C -0.03; C -0.08; C -0.06; C -0.01; C -0.34; O -0.22; H 0.06; H 0.12; H 0.11

Record 3
Computed, not measured: a structure of composition C4H20B3MgO2S, with ωB97M-V with the def2-TZVPD basis set.

XYZ file:
```
31
Properties=species:S:1:pos:R:3:forces:R:3
Mg -1.3694 1.2566 -0.1362 1.04 -0.63 -0.84
B -2.0374 2.1365 1.5141 -1.05 1.22 2.26
H -0.9833 1.9696 1.3555 4.11 -0.11 0.51
H -2.1942 2.9636 2.1890 -0.29 3.28 2.27
H -2.5170 2.3525 0.5720 -2.31 1.19 -2.67
H -2.4847 1.2852 2.0035 -1.55 -3.33 1.52
B -2.0150 -0.6182 -0.2431 -0.85 -2.55 -0.21
H -1.5126 -0.4069 0.6882 1.83 0.27 3.53
H -1.3153 -0.6776 -1.0622 2.84 -0.30 -2.96
H -2.5433 -1.5583 -0.2063 -2.06 -3.32 0.37
H -2.6822 0.1911 -0.4964 -3.21 2.07 -0.83
B -1.2982 2.3184 -1.8166 -0.03 1.28 -2.11
H -1.3009 2.9707 -2.6761 -0.05 2.55 -2.88
H -0.6947 2.6549 -0.9879 2.37 2.19 2.42
H -2.2884 2.0935 -1.4517 -4.00 -0.07 0.68
H -0.9287 1.3496 -2.1152 1.65 -3.52 -1.37
C 2.1635 -2.3392 1.0153 0.60 0.68 -0.60
C 1.7163 -2.4244 -0.5131 -1.16 -0.17 2.09
C 2.1613 -1.1731 -1.2247 -0.32 -0.18 0.46
S 1.8246 0.1513 0.0811 -1.49 -0.18 0.34
O 0.5606 0.8828 -0.2254 4.57 -1.82 0.69
O 3.0549 0.8572 0.3497 -0.29 0.32 -0.37
C 1.6058 -1.0057 1.5668 -0.69 -0.14 -1.72
H 3.2531 -2.3325 1.0413 0.18 0.03 0.11
H 1.8426 -3.1645 1.6511 -0.23 -0.09 -0.35
H 0.6286 -2.3844 -0.4530 -0.25 -0.36 -0.29
H 2.0227 -3.3550 -0.9907 0.10 0.15 0.01
H 1.5756 -0.9767 -2.1227 -0.13 0.29 0.25
H 3.1962 -1.3643 -1.5086 0.29 1.12 0.32
H 0.5426 -1.1487 1.7596 -0.17 0.30 -0.30
H 2.0172 -0.5039 2.4426 0.53 -0.19 -0.35
```
Forces are in eV/Å.

Total charge: -1
Kohn-Sham gap, eV: 8.4
HOMO, eV: -5.92
Maximum force, eV/A: 4.97

Atom-resolved charges from Löwdin, all expressed in e: Mg 0.22; B -0.36; H -0.03; H -0.02; H -0.03; H -0.01; B -0.38; H -0.04; H -0.03; H -0.01; H -0.02; B -0.35; H -0.02; H -0.02; H -0.03; H -0.03; C -0.20; C -0.22; C -0.19; S 0.82; O -0.37; O -0.33; C -0.17; H 0.10; H 0.11; H 0.11; H 0.11; H 0.11; H 0.10; H 0.10; H 0.10